# 1
# C2H4O2

An isolated molecule of C2H4O2 in a non-equilibrium geometry (ωB97M-V/def2-TZVPD, the Open Molecules 2025 dataset).

Output
SMILES: COC=O
Maximum force, eV/Å: 6.71
Highest occupied orbital energy, Ha: -0.39305
ΔE to the lowest compared entry with this formula, charge and spin, kJ/mol: 146.3

CARTESIAN COORDINATES (ANGSTROEM)
C (1.363, -0.436, 0.013)
O (0.456, 0.751, -0.073)
C (-0.852, 0.475, 0.087)
O (-1.241, -0.716, -0.037)
H (0.819, -1.200, -0.613)
H (2.284, 0.068, -0.385)
H (1.535, -0.733, 1.163)
H (-1.415, 1.345, 0.118)

Forces on atoms 1 to 2 (eV/Å):
C -0.42 1.12 0.89
O -0.22 -0.23 1.39

***

# 2
# C31H62Cl8O27

A cluster of 13 separate species, C31H62Cl8O27 in total in a non-equilibrium geometry (ωB97M-V/def2-TZVPD, the Open Molecules 2025 dataset).

Output
Maximum force, eV/Å: 3.16
Highest occupied orbital energy, Ha: -0.38896

CARTESIAN COORDINATES (ANGSTROEM)
C (-0.470, 6.153, -0.315)
Cl (1.279, 6.405, -0.281)
Cl (-1.318, 6.924, 1.063)
H (-0.902, 6.531, -1.196)
H (-0.659, 5.083, -0.192)
C (3.965, -0.436, -3.197)
Cl (5.580, 0.277, -3.289)
Cl (3.104, -0.447, -4.755)
H (4.033, -1.496, -2.860)
H (3.366, 0.068, -2.495)
C (-3.249, 2.015, 0.300)
Cl (-2.671, 3.454, 1.071)
Cl (-2.807, 0.538, 1.159)
H (-4.304, 1.988, 0.235)
H (-2.761, 1.960, -0.673)
C (1.844, -4.751, -1.923)
Cl (2.206, -6.463, -2.175)
Cl (2.542, -3.648, -3.119)
H (0.747, -4.612, -1.914)
H (2.310, -4.429, -0.990)
C (-2.206, 0.700, 8.994)
O (-3.085, 0.667, 7.839)
C (-2.741, 1.371, 6.735)
O (-1.831, 2.100, 6.634)
O (-3.639, 1.074, 5.838)
C (-3.447, 1.651, 4.523)
H (-1.717, 1.685, 9.066)
H (-1.402, -0.089, 8.940)
H (-2.879, 0.502, 9.863)
H (-3.036, 2.645, 4.704)
H (-4.440, 1.666, 4.149)
H (-2.805, 0.928, 3.963)
C (0.171, 3.653, -3.640)
O (0.958, 3.400, -4.834)
C (0.476, 2.348, -5.541)
O (-0.483, 1.674, -5.262)
O (1.274, 2.122, -6.540)
C (0.969, 1.085, -7.544)
H (0.363, 2.754, -3.032)
H (-0.875, 3.613, -3.896)
H (0.546, 4.566, -3.207)
H (0.866, 1.553, -8.522)
H (0.060, 0.507, -7.331)
H (1.888, 0.451, -7.464)
C (-2.766, -0.350, -7.250)
O (-1.789, -1.358, -7.022)
C (-1.821, -2.097, -5.951)
O (-2.525, -1.936, -5.023)
O (-0.826, -2.968, -5.990)
C (-0.730, -3.991, -5.004)
H (-3.777, -0.665, -6.895)
H (-2.799, -0.136, -8.294)
H (-2.511, 0.576, -6.681)
H (0.125, -4.546, -5.449)
H (-1.637, -4.612, -5.009)
H (-0.507, -3.553, -4.063)
C (-2.424, -2.220, 5.738)
O (-1.253, -1.425, 5.889)
C (-0.739, -0.893, 4.718)
O (-1.200, -0.994, 3.607)
O (0.314, -0.117, 4.940)
C (0.791, 0.163, 6.246)
H (-2.171, -3.064, 5.070)
H (-3.242, -1.613, 5.314)
H (-2.696, -2.609, 6.744)
H (-0.009, 0.557, 6.890)
H (1.575, 0.914, 6.143)
H (1.159, -0.829, 6.592)
C (-0.139, -0.809, -3.075)
O (0.372, -0.821, -1.671)
C (0.216, 0.285, -0.935)
O (-0.385, 1.324, -1.254)
O (0.799, -0.008, 0.250)
C (0.760, 0.977, 1.298)
H (0.681, -0.422, -3.676)
H (-1.026, -0.213, -3.152)
H (-0.401, -1.840, -3.295)
H (0.034, 0.650, 2.048)
H (0.695, 1.959, 0.833)
H (1.760, 0.940, 1.706)
C (-3.435, -2.893, -2.434)
O (-3.426, -3.913, -1.401)
C (-2.420, -4.756, -1.259)
O (-1.505, -4.836, -2.058)
O (-2.637, -5.496, -0.152)
C (-1.719, -6.544, 0.127)
H (-2.398, -2.706, -2.735)
H (-3.826, -2.016, -1.891)
H (-4.064, -3.151, -3.300)
H (-2.210, -7.457, -0.103)
H (-1.482, -6.413, 1.185)
H (-0.839, -6.293, -0.416)
C (4.189, 2.171, 3.979)
O (3.223, 3.119, 4.479)
C (2.401, 3.668, 3.580)
O (2.569, 3.531, 2.420)
O (1.419, 4.315, 4.203)
C (0.570, 5.147, 3.368)
H (4.628, 2.517, 3.040)
H (3.703, 1.198, 3.865)
H (4.968, 2.146, 4.747)
H (0.004, 5.684, 4.142)
H (-0.036, 4.489, 2.751)
H (1.134, 5.857, 2.774)
C (2.806, 2.700, -1.330)
O (2.864, 4.008, -1.843)
C (3.342, 4.256, -3.096)
O (3.307, 5.366, -3.551)
O (3.754, 3.148, -3.688)
C (4.235, 3.168, -5.022)
H (2.413, 2.821, -0.331)
H (3.765, 2.190, -1.293)
H (2.127, 2.091, -1.956)
H (5.307, 3.435, -5.012)
H (3.689, 4.012, -5.479)
H (4.012, 2.246, -5.533)
C (0.344, -2.912, 0.940)
O (0.830, -3.279, 2.249)
C (0.154, -4.156, 3.001)
O (-0.730, -4.845, 2.623)
O (0.737, -4.079, 4.202)
C (0.245, -5.072, 5.124)
H (0.873, -1.991, 0.630)
H (-0.732, -2.782, 0.888)
H (0.616, -3.774, 0.310)
H (0.931, -4.974, 5.937)
H (0.345, -6.057, 4.649)
H (-0.771, -4.879, 5.447)

Forces on atoms 1 to 2 (eV/Å):
C 0.31 -0.91 1.52
Cl -0.33 0.11 -0.08

***

# 3
# C3H3I2N

A structure of composition C3H3I2N in a non-equilibrium geometry (ωB97M-V/def2-TZVPD, the Open Molecules 2025 dataset).

Output
Maximum force, eV/Å: 5.93
2S+1: 3
Highest occupied orbital energy (spin up / spin down), Ha: -0.22889 / -0.36060
ΔE to the lowest compared entry with this formula, charge and spin, kJ/mol: 308.9

CARTESIAN COORDINATES (ANGSTROEM)
C (2.755, 0.812, -0.799)
C (0.114, 0.818, -1.157)
C (1.678, 0.034, -0.357)
N (3.575, 1.474, -1.278)
I (-1.296, -0.774, -1.709)
I (1.575, 0.298, 1.740)
H (-0.150, 1.371, -0.352)
H (0.475, 1.569, -1.924)
H (1.589, -0.998, -0.783)

Forces on atoms 1 to 2 (eV/Å):
C 1.30 0.80 -1.60
C 5.80 0.84 -0.90

***

# 4
# H4NO2SSi

The ion H4NO2SSi with charge -1 in a non-equilibrium geometry (ωB97M-V/def2-TZVPD, the Open Molecules 2025 dataset).

Output
Maximum force, eV/Å: 6.12
Highest occupied orbital energy, Ha: -0.13853
Total charge: -1
ΔE to the lowest compared entry with this formula, charge and spin, kJ/mol: 133.0

CARTESIAN COORDINATES (ANGSTROEM)
N (0.466, -1.390, -0.623)
O (1.797, -2.157, 1.397)
O (0.880, -4.140, -0.154)
Si (0.090, 0.020, 0.238)
S (1.673, -2.561, -0.008)
H (0.098, -1.638, -1.526)
H (1.226, 0.440, 1.057)
H (-0.151, 1.101, -0.754)
H (-1.120, -0.053, 1.082)

Forces on atoms 1 to 2 (eV/Å):
N 0.60 -0.94 0.24
O -0.23 0.33 0.36

***

# 5
# C5H12NO2

A cluster of 2 separate species, C5H12NO2 in total in a non-equilibrium geometry (ωB97M-V/def2-TZVPD, the Open Molecules 2025 dataset).

Output
Maximum force, eV/Å: 1.16
Highest occupied orbital energy, Ha: -0.10328
Total charge: -1
ΔE to the lowest compared entry with this formula, charge and spin, kJ/mol: 335.6

CARTESIAN COORDINATES (ANGSTROEM)
C (-1.453, -0.723, -0.570)
O (-1.376, -2.006, -0.973)
C (-0.014, -0.075, -0.512)
C (0.891, -1.069, 0.230)
C (1.528, -0.607, 1.498)
C (1.583, 0.579, 2.104)
N (0.403, 0.077, -1.925)
H (-1.875, -0.625, 0.457)
H (-1.925, -0.085, -1.367)
H (0.107, 0.911, -0.050)
H (0.224, -1.931, 0.437)
H (1.593, -1.523, -0.451)
H (1.881, -1.439, 2.107)
H (1.355, 1.523, 1.606)
H (1.972, 0.639, 3.117)
H (1.415, 0.132, -1.941)
H (0.120, -0.791, -2.385)
H (-1.507, 1.894, -0.453)
H (-2.774, 2.584, -0.830)
O (-2.149, 2.536, -0.100)

Forces on atoms 1 to 2 (eV/Å):
C 0.82 -0.10 -0.45
O -0.02 -0.03 -0.09

***

no.,calculated total energy (a.u.)
1,-229.05086
2,-6931.42674
3,-766.03055
4,-895.32282
5,-402.90164